12
Properties=species:S:1:pos:R:3:forces:R:3 method="wB97M-V/def2-TZVPD" energy_ev=-17043.1641 multiplicity=1 relative_energy_kj_mol=251.16 homo_lumo_gap_ev=8.310 homo_energy_ev=-8.061
N -1.0997 -0.6454 1.4545 1.4 -3.0 2.7
H -0.9858 0.3570 1.4411 -0.5 0.4 0.9
O 1.5011 -1.1455 1.2546 -1.2 -0.1 -0.7
H -2.0550 -0.9667 1.3792 -0.2 0.3 -0.6
O 0.2943 1.0645 0.1810 0.2 0.3 0.5
H 0.9259 1.9835 -1.6862 -0.1 0.1 0.2
C 0.9366 -0.2653 -1.4367 -0.6 1.0 1.3
P 0.6237 -0.5808 0.1904 2.3 1.8 -0.3
C 0.3319 1.1645 -1.2994 -1.2 -3.3 1.3
H -0.7464 1.0683 -1.5433 0.7 1.2 -0.7
H 0.9763 -0.8281 -2.3003 0.2 -1.2 -1.5
H -0.7030 -1.2059 2.3651 -0.9 2.4 -2.9

13
Properties=species:S:1:pos:R:3:forces:R:3 method="wB97M-V/def2-TZVPD" energy_ev=-27875.8781 multiplicity=1 relative_energy_kj_mol=583.95 homo_lumo_gap_ev="9.268 / 5.220" homo_energy_ev="-9.297 / -8.020"
H 1.8959 -2.0575 -0.1134 0.5 -2.9 -2.5
H -3.0552 -0.8304 0.5371 -1.8 -1.0 0.9
O 3.5133 -0.0622 -0.9642 1.1 -0.3 -2.9
O 0.0941 1.5473 0.2047 -1.1 0.6 -0.3
H -1.4507 3.0384 -0.0209 1.4 -1.6 -0.1
H 0.7359 -0.6293 0.1718 -1.3 -0.3 -0.8
H 1.5148 -1.5185 1.4132 -0.3 -0.8 2.9
S 2.8964 -0.0312 0.3349 -1.3 -0.1 3.2
N -2.1421 1.1360 -0.1917 1.5 -0.6 0.6
C 1.5196 -1.2998 0.4196 1.4 4.4 0.1
H -2.4371 -0.7257 -1.5274 -0.4 -0.8 -0.8
C -1.0516 1.9273 -0.0240 -0.9 1.7 0.4
P -2.0332 -0.4944 -0.2396 1.1 1.7 -0.6

12
Properties=species:S:1:pos:R:3:forces:R:3 method="wB97M-V/def2-TZVPD" energy_ev=-9805.9627 multiplicity=1 relative_energy_kj_mol=22.94 homo_lumo_gap_ev=8.198 homo_energy_ev=-4.083 total_charge=-1
H -0.8306 0.0180 -2.2797 0.2 0.0 0.0
O 2.3471 1.8051 2.0651 0.3 0.2 0.1
H -0.7330 -1.7701 -2.2822 0.2 0.1 -0.1
H 0.8666 -0.7232 -0.5420 -0.1 0.4 -0.2
N -0.1222 -0.8880 -0.4681 -0.1 -0.3 0.4
O 0.0454 0.4615 1.3644 0.2 -0.3 0.2
H 2.3337 2.6417 1.5944 -0.1 -0.1 0.0
H 1.5177 1.3484 1.8118 -0.2 -0.2 -0.1
C -0.6936 -0.3492 0.7405 0.0 0.5 -0.1
C -0.9172 -0.8864 -1.6604 -0.3 -0.4 -0.1
O -1.8505 -0.7016 1.0185 0.0 0.0 -0.1
H -1.9634 -0.9562 -1.3621 0.0 0.0 0.2

13
Properties=species:S:1:pos:R:3:forces:R:3 method="wB97M-V/def2-TZVPD" energy_ev=-20626.9128 multiplicity=1 relative_energy_kj_mol=226.05 homo_lumo_gap_ev="9.056 / 9.055" homo_energy_ev="-14.637 / -14.637" total_charge=+1
C -0.8057 0.9068 -0.7311 1.9 -5.2 2.2
H 1.3684 1.9862 0.9628 -0.5 -3.2 -0.2
S -2.0429 -0.0113 -0.0652 3.8 0.2 -1.4
C 0.9574 0.3077 -0.1246 -1.1 0.9 -3.2
H 1.3894 -1.5032 0.9087 1.3 -0.3 2.2
H -0.7385 1.9037 -0.5086 -0.6 2.7 0.0
N 0.9249 -1.1434 0.1375 -2.6 1.5 -2.3
O -1.5809 -1.4437 0.1884 -1.5 2.4 -0.3
H 1.3527 -1.5149 -0.7015 -0.4 -0.9 0.0
H 1.6391 0.4288 -1.1259 -1.6 0.5 2.7
O -3.3677 0.4324 -0.2143 -1.1 -0.6 0.4
O 1.1901 0.9527 1.0174 1.0 3.1 0.4
H -0.2863 -1.3017 0.2566 1.4 -1.0 -0.4

15
Properties=species:S:1:pos:R:3:forces:R:3 method="wB97M-V/def2-TZVPD" energy_ev=-31972.0362 multiplicity=1 relative_energy_kj_mol=535.46 homo_lumo_gap_ev=9.504 homo_energy_ev=-9.176
C 0.7818 1.2039 0.4436 -0.6 -1.1 -0.2
O 2.1233 0.9092 -0.0365 -0.3 -1.5 0.1
H -1.6642 0.0716 1.5481 0.4 0.6 -0.3
S 2.0809 -0.7531 -0.0718 1.9 -3.3 -0.9
P -1.7979 -0.0257 0.1371 -1.3 -2.2 -1.0
H -2.7513 0.9232 -0.3267 0.7 0.5 0.5
H 0.5580 2.2768 0.5627 0.5 -0.5 -0.4
O 2.2446 -1.3287 1.2785 -1.1 2.1 -2.7
O 2.9037 -1.3903 -1.1171 -1.6 2.4 2.3
H 0.7117 0.6613 1.4143 -0.3 0.8 -0.3
O 0.5375 -0.8767 -0.6782 1.3 1.2 0.9
C -0.1111 0.4113 -0.5858 -0.3 0.5 1.4
H -3.1522 -1.4922 -0.7476 0.1 -0.1 -0.1
H -0.1927 0.9015 -1.5768 0.1 -0.4 0.5
N -2.2722 -1.4920 -0.2437 0.4 1.1 0.3

14
Properties=species:S:1:pos:R:3:forces:R:3 method="wB97M-V/def2-TZVPD" energy_ev=-13901.2395 multiplicity=1 relative_energy_kj_mol=141.19 homo_lumo_gap_ev=9.504 homo_energy_ev=-5.727 total_charge=-1
O 1.4181 1.9213 0.2956 -0.4 -1.6 -0.5
H -1.7742 2.9848 0.7239 -3.4 -2.3 -2.1
H -0.2525 -2.6835 -0.4990 0.8 -1.2 -0.9
H 0.0870 -3.6781 -1.7090 1.0 0.7 2.7
H 0.8447 -1.2668 0.2141 -0.8 2.2 -0.3
H 2.4358 0.2210 0.8154 -1.8 0.3 -1.2
C 1.4423 0.6915 0.3444 0.3 0.0 1.5
O -1.5562 0.7546 -0.2164 -1.1 1.1 -0.1
O -1.2627 -1.4927 -0.6139 -0.1 2.4 0.9
O -1.0330 3.3478 1.0585 3.4 2.9 2.5
O 0.4244 -3.4623 -0.7563 -1.8 0.4 -2.0
H -0.2894 3.2036 0.4765 0.1 -0.7 -0.3
N 0.4561 -0.2704 0.1195 3.3 -1.1 0.8
C -0.9402 -0.2707 -0.2533 0.5 -3.3 -1.1

10
Properties=species:S:1:pos:R:3:forces:R:3 method="wB97M-V/def2-TZVPD" energy_ev=-12946.9725 multiplicity=1 relative_energy_kj_mol=169.74 homo_lumo_gap_ev=8.491 homo_energy_ev=-8.487
N 0.6724 0.3166 -0.6763 -4.7 -3.9 7.1
H -0.2641 1.4815 -2.3460 0.6 -1.4 -0.7
H -0.4476 -1.3969 2.1045 0.8 0.3 -0.4
C -0.1789 -0.4057 1.6753 -2.3 1.4 2.6
C -0.3610 -0.3655 0.2438 5.4 2.8 -6.3
H 1.6311 0.8359 -2.8023 0.7 0.3 0.2
H -1.0349 0.2018 2.2105 1.1 -0.8 -1.2
H -1.2101 -0.9332 -0.1921 0.6 0.6 0.0
H 0.6847 0.0967 2.1164 0.3 -0.6 -0.5
P 0.5082 0.1688 -2.3337 -2.6 1.3 -0.8

11
Properties=species:S:1:pos:R:3:forces:R:3 method="wB97M-V/def2-TZVPD" energy_ev=-23780.6710 multiplicity=1 relative_energy_kj_mol=439.58 homo_lumo_gap_ev="6.915 / 6.925" homo_energy_ev="-7.606 / -7.611"
H -2.1033 -0.3170 1.3474 -0.3 0.0 0.7
H 1.3006 0.8136 0.8324 0.8 0.3 0.9
N -1.2001 1.0531 -0.1451 3.1 1.0 -0.3
H -1.1519 1.6727 -0.9496 -0.2 -0.5 -0.1
C 0.7526 -0.7446 -0.1946 -0.7 -0.7 -0.2
H 1.9837 0.9625 -0.7308 -0.4 0.3 -0.7
P -2.4110 0.0827 0.0358 -1.7 -2.2 0.2
C 1.8427 0.2663 0.0706 -0.1 -2.5 -0.7
S 0.0434 -2.1410 -0.2067 1.1 2.7 0.1
H -1.9131 -1.3954 -0.2449 -0.2 0.6 -0.5
H 2.8564 -0.2528 0.1855 -1.4 0.8 0.7

10
Properties=species:S:1:pos:R:3:forces:R:3 method="wB97M-V/def2-TZVPD" energy_ev=-14496.1371 multiplicity=1 relative_energy_kj_mol=125.86 homo_lumo_gap_ev=5.457 homo_energy_ev=-2.327 total_charge=-1
N -0.9320 2.5522 2.2017 0.3 -0.9 0.6
H -0.9200 1.0754 0.6175 1.0 0.2 0.1
C -1.2885 2.0677 0.8680 -1.5 0.1 0.1
C 0.3010 2.6333 2.4334 0.8 -0.2 -0.8
H -0.2305 -2.7860 -2.5498 0.1 -0.1 0.0
H 0.7742 2.6707 3.4126 -0.6 0.6 0.3
S 0.9740 -3.3876 -2.4619 -0.1 0.1 0.0
H 1.0327 2.5807 1.6124 0.0 -0.3 0.0
H -1.1110 2.8048 0.0872 0.2 -0.1 -0.1
H -2.3559 1.8328 0.9085 -0.1 0.6 -0.2

10
Properties=species:S:1:pos:R:3:forces:R:3 method="wB97M-V/def2-TZVPD" energy_ev=-14487.9077 multiplicity=1 relative_energy_kj_mol=77.88 homo_lumo_gap_ev=8.527 homo_energy_ev=-13.768 total_charge=+1
H 0.2621 -0.9533 -1.1055 -0.1 0.3 0.6
H 3.0419 -0.6416 0.2887 -1.7 1.2 -0.6
H -2.1865 1.3889 0.1651 -1.8 0.4 0.1
S 2.1506 0.3165 -0.3143 -0.6 -1.1 1.0
C -0.9220 -0.0661 0.2503 2.0 -3.1 0.1
N -1.2681 1.1147 -0.0392 1.3 2.9 0.4
H -1.6406 -0.9531 0.5640 1.0 2.5 -0.6
H -0.6256 1.9891 -0.1796 -0.9 -2.5 0.1
H 0.7344 -1.6100 0.4255 -1.0 2.1 -0.3
C 0.4537 -0.5850 -0.0551 1.8 -2.5 -0.7

9
Properties=species:S:1:pos:R:3:forces:R:3 method="wB97M-V/def2-TZVPD" energy_ev=-4217.6617 multiplicity=1 relative_energy_kj_mol=77.73 homo_lumo_gap_ev=11.277 homo_energy_ev=-10.190
H 3.6899 -2.8464 -1.6599 -0.4 0.1 0.2
O -4.8941 2.4889 3.4853 0.0 0.0 0.1
H 1.7795 -1.0456 -1.4109 0.1 0.0 0.5
H -3.9477 2.6542 3.5019 0.1 0.1 -0.1
C 3.4634 -2.0129 -2.3097 -0.4 0.1 0.0
H 2.4844 -0.2879 -2.9140 -0.1 -0.1 0.0
H -5.0577 2.0218 4.3096 -0.1 0.0 0.0
H 4.0046 -1.9848 -3.2230 0.9 0.0 -0.5
C 2.5441 -1.0714 -2.1654 -0.1 -0.1 -0.2

9
Properties=species:S:1:pos:R:3:forces:R:3 method="wB97M-V/def2-TZVPD" energy_ev=-4217.5673 multiplicity=1 relative_energy_kj_mol=86.84 homo_lumo_gap_ev=10.819 homo_energy_ev=-9.699
H -0.2888 2.0744 -0.7118 -0.3 -2.3 -0.3
O 0.3342 0.4830 0.4328 0.2 1.5 0.6
H -0.4181 -1.4003 0.8755 -1.3 -0.7 -0.1
H -1.5156 0.7620 -0.2945 -0.3 0.3 -0.4
H -0.3129 0.2631 -1.5198 0.0 1.2 0.4
C 0.4667 -0.8797 0.6314 2.5 0.4 -1.1
C -0.4820 0.9271 -0.6176 0.0 0.3 0.0
H 1.1672 -0.9726 1.4507 0.0 -0.1 0.4
H 1.0493 -1.2570 -0.2468 -0.9 -0.5 0.4

9
Properties=species:S:1:pos:R:3:forces:R:3 method="wB97M-V/def2-TZVPD" energy_ev=-4217.4854 multiplicity=1 relative_energy_kj_mol=94.74 homo_lumo_gap_ev=11.004 homo_energy_ev=-10.096
H 0.4785 -0.1323 1.0868 0.3 -0.6 -0.3
O -1.4990 2.2958 -0.0493 -0.8 -1.5 0.7
H -2.3255 1.8005 0.1954 1.2 1.0 -0.5
H 1.5192 -2.0525 -0.9503 -0.9 -1.0 -0.3
C 0.7166 -1.8020 -0.2547 1.7 0.2 -0.4
H -1.7617 3.1513 -0.3639 -0.4 0.5 -0.2
H 1.9470 -0.1981 0.0116 0.8 0.4 0.0
H -0.1544 -2.3602 -0.0281 -0.5 -0.6 -0.1
C 1.0792 -0.7024 0.3526 -1.4 1.6 1.2

9
Properties=species:S:1:pos:R:3:forces:R:3 method="wB97M-V/def2-TZVPD" energy_ev=-4216.2622 multiplicity=1 relative_energy_kj_mol=212.76 homo_lumo_gap_ev=10.919 homo_energy_ev=-9.829
H -1.7706 -0.5597 0.2502 -2.2 0.8 0.1
H -0.8669 1.0416 0.7595 -0.6 -1.1 0.4
H -1.2082 0.9102 -0.8910 -0.3 -1.6 0.4
H 1.1946 1.1317 -0.6839 -1.0 -1.9 -0.2
O 0.0093 -0.6824 -0.0459 -1.1 1.7 -1.6
H 1.9501 -0.2755 0.1405 1.8 -1.4 -0.9
C 1.0360 0.1752 -0.0650 2.9 4.0 4.4
H 1.0482 0.7182 1.0597 -0.3 -0.6 -2.2
C -1.1062 0.2403 0.0204 0.8 0.0 -0.4

10
Properties=species:S:1:pos:R:3:forces:R:3 method="wB97M-V/def2-TZVPD" energy_ev=-6261.1268 multiplicity=1 relative_energy_kj_mol=494.78 homo_lumo_gap_ev=8.355 homo_energy_ev=-7.626
O -0.5203 -0.6913 -1.6085 0.0 0.1 0.8
H -1.2454 -0.5699 0.5956 -0.2 0.3 0.0
C 0.4859 0.0241 1.2202 -1.7 1.0 -1.3
H 1.3047 -0.5694 -0.8440 0.9 -0.3 -0.9
H 0.3218 -0.3623 2.2681 0.7 -0.6 -1.2
H -1.2785 -0.1341 -1.8524 0.4 0.0 0.5
H 0.4170 1.0479 -0.9886 0.2 -0.5 0.4
C 0.3981 -0.0333 -0.8309 1.8 -0.4 0.0
H 0.9921 0.9864 1.3889 -0.2 -0.2 -0.4
O -0.8906 0.3213 0.7065 -1.9 0.4 2.2

10
Properties=species:S:1:pos:R:3:forces:R:3 method="wB97M-V/def2-TZVPD" energy_ev=-6265.3395 multiplicity=1 relative_energy_kj_mol=88.31 homo_lumo_gap_ev=11.081 homo_energy_ev=-10.233
O -0.9192 1.2303 0.0337 0.1 0.0 0.1
H 1.1219 -0.5589 1.3850 -1.2 0.2 0.0
H -1.5160 -0.6905 0.5214 0.1 -0.1 0.0
C -0.7297 -0.1867 -0.0483 0.1 -0.5 0.1
C 0.7176 -0.5978 0.3541 -0.3 -0.1 0.0
H -1.4123 1.5530 -0.7364 0.3 -0.3 0.4
H 1.1497 1.1166 -0.0766 0.5 0.2 -0.7
H -0.7836 -0.4883 -1.1058 -0.1 0.0 0.3
H 0.8503 -1.6560 0.0752 0.1 0.4 -0.4
O 1.5214 0.2783 -0.4022 0.3 0.2 0.1

10
Properties=species:S:1:pos:R:3:forces:R:3 method="wB97M-V/def2-TZVPD" energy_ev=-6254.4854 multiplicity=2 relative_energy_kj_mol=220.96 homo_lumo_gap_ev="9.699 / 5.553" homo_energy_ev="-15.776 / -15.751" total_charge=+1
H 0.8936 0.4204 -0.1573 -0.1 0.6 0.2
C -0.8794 0.3076 -1.0753 -0.9 -0.1 -3.7
O -0.2949 -0.7219 -1.7084 -2.2 -0.9 2.6
O 1.3711 -0.7521 2.1318 0.7 2.3 0.1
H -0.8007 -1.5290 -1.3416 0.8 0.6 -1.7
H 0.8500 0.0107 1.8473 0.5 0.5 0.8
H 0.8188 -1.3942 1.7762 -1.2 -2.8 -0.6
H -1.7905 0.7676 -1.4917 -0.2 -0.9 0.5
C -0.0574 0.9720 -0.2460 3.5 0.7 1.8
H -0.1106 1.9190 0.2650 -0.8 0.2 0.0

12
Properties=species:S:1:pos:R:3:forces:R:3 method="wB97M-V/def2-TZVPD" energy_ev=-26388.8174 multiplicity=1 relative_energy_kj_mol=500.95 homo_lumo_gap_ev="6.646 / 6.333" homo_energy_ev="-2.852 / -2.660" total_charge=-1
O -1.5478 1.0950 1.1276 -1.6 0.5 1.9
H 1.5994 1.4676 0.4350 0.2 -0.2 -0.4
H 0.5841 -1.0679 -0.8099 -1.0 0.1 -1.1
O -2.0972 -0.9377 -0.7751 -0.5 0.3 0.8
H 1.7137 -1.3366 0.1579 2.3 -1.7 1.7
S -3.1463 -0.7630 0.5615 0.6 -0.5 -0.9
H -1.4949 -0.0760 -0.8103 -0.6 -1.0 -0.6
P -0.7568 1.3421 -0.0960 2.0 0.7 -0.9
H 0.7918 0.3738 1.4219 -0.4 -0.4 0.8
C 0.9189 0.6040 0.3864 -0.5 1.8 0.5
H 2.0167 -0.1646 -1.1952 1.1 -0.4 -0.8
C 1.4186 -0.5366 -0.4039 -1.6 0.8 -1.2

11
Properties=species:S:1:pos:R:3:forces:R:3 method="wB97M-V/def2-TZVPD" energy_ev=-17099.1392 multiplicity=1 relative_energy_kj_mol=229.83 homo_lumo_gap_ev=11.005 homo_energy_ev=-10.573
H 1.0530 0.3618 -0.7683 -0.2 1.1 0.8
C -0.2986 -1.0317 -0.1749 1.2 -0.9 -3.8
S -0.8749 1.6045 0.1781 -2.5 0.9 -7.4
H 0.4298 -1.9425 -0.2597 -1.2 1.9 0.2
H -0.9838 -1.2215 0.5482 -2.3 -1.0 2.0
H -0.1830 2.7770 0.1211 0.3 -0.4 0.3
H -0.8355 -0.8834 -1.2203 0.9 -0.6 2.2
O -1.6267 1.5322 1.3762 -0.4 -0.3 1.3
C 0.3772 0.2739 0.1104 1.3 0.5 0.1
O -1.6750 1.7129 -1.2313 3.4 -0.9 5.5
H 0.9366 0.3508 1.0964 -0.7 -0.2 -1.2

11
Properties=species:S:1:pos:R:3:forces:R:3 method="wB97M-V/def2-TZVPD" energy_ev=-17097.7178 multiplicity=1 relative_energy_kj_mol=366.97 homo_lumo_gap_ev="7.727 / 8.667" homo_energy_ev="-9.226 / -9.102"
S -1.4400 0.1330 0.5790 0.3 0.4 -0.3
H 0.6700 -0.4887 1.7649 -0.8 0.3 0.4
H -0.8877 -0.2025 -2.4472 0.8 -0.7 0.8
O -2.4375 -0.7413 1.1478 0.2 -0.8 0.1
C -0.1252 -0.6118 -1.7356 -2.3 1.0 0.1
C -0.0867 0.2999 1.9627 0.6 1.3 -2.7
H 0.6668 0.0192 -1.4675 1.1 0.6 0.1
H -0.6420 0.2721 2.8732 -0.1 -0.2 0.6
H 0.3952 1.3060 1.7444 -0.7 -1.2 0.5
H -0.2171 -1.5550 -1.2700 0.0 -1.0 -0.1
O -1.9568 1.3975 0.0920 0.8 0.2 0.4